92
Properties=species:S:1:pos:R:3:lowdin_charge:R:1 method="wB97M-V/def2-TZVPD" charge=+1 e_above_lowest_kj_mol=0.0 orbital_gap_ev=7.65 e_homo_ha=-0.374 lumo_ev=-2.53 molar_mass_g_mol=774.85 fmax_ha_per_bohr=0.017
Y 0.368 -0.009 -0.153 1.458
N -1.197 1.986 0.732 0.068
C -0.956 3.289 0.214 -0.251
C -1.353 4.431 0.845 -0.008
C -1.102 5.700 0.269 -0.059
C -0.500 5.804 -0.949 -0.030
C -0.068 4.632 -1.623 -0.149
C 0.561 4.655 -2.889 0.007
C 0.983 3.488 -3.456 -0.028
C 0.832 2.292 -2.726 -0.121
N 0.263 2.234 -1.546 0.055
C -0.248 3.379 -1.013 -0.186
H -1.862 1.494 0.135 0.064
H -1.588 2.024 1.664 0.061
H -1.888 4.365 1.785 0.120
H -1.427 6.588 0.793 0.111
H -0.343 6.768 -1.415 0.117
H 0.692 5.602 -3.397 0.125
H 1.451 3.465 -4.430 0.112
H 1.206 1.356 -3.128 0.103
C -3.470 0.324 -2.900 0.009
C -2.162 -0.253 -2.433 -0.353
O -1.672 0.240 -1.399 -0.113
C -1.548 -1.355 -3.146 -0.098
C -2.265 -1.995 -4.181 -0.030
C -1.754 -3.078 -4.846 -0.078
C -0.479 -3.547 -4.491 -0.059
C 0.251 -2.944 -3.498 -0.015
C -0.261 -1.835 -2.793 -0.335
O 0.461 -1.287 -1.857 -0.247
H -3.644 1.264 -2.384 0.090
H -4.277 -0.368 -2.644 0.104
H -3.495 0.478 -3.976 0.090
H -3.250 -1.636 -4.443 0.108
H -2.321 -3.565 -5.625 0.104
H -0.064 -4.403 -5.008 0.110
H 1.231 -3.304 -3.214 0.117
C -0.616 0.787 3.807 -0.181
Si -1.601 -0.616 3.013 0.427
C -3.244 0.046 2.350 -0.169
C -2.094 -1.652 4.500 -0.176
C -0.624 -1.396 1.630 -0.437
C 0.744 -1.848 2.033 -0.419
C 1.085 -2.600 3.173 -0.019
C 2.383 -3.017 3.366 -0.039
C 3.368 -2.692 2.433 -0.059
C 2.991 -1.931 1.352 -0.147
N 1.735 -1.510 1.175 -0.024
Si -1.487 -2.923 0.921 0.455
C -0.272 -3.918 -0.113 -0.157
C -2.092 -4.133 2.225 -0.176
C -3.038 -2.489 -0.054 -0.155
H -1.267 1.402 4.435 0.040
H -0.123 1.440 3.089 -0.016
H 0.155 0.377 4.466 0.036
H -3.478 1.038 2.746 0.034
H -4.057 -0.608 2.671 0.041
H -3.292 0.095 1.262 0.007
H -2.542 -0.962 5.222 0.042
H -1.270 -2.148 5.011 0.025
H -2.845 -2.403 4.262 0.016
H 0.312 -2.873 3.877 0.090
H 2.635 -3.610 4.236 0.116
H 4.391 -3.020 2.546 0.106
H 3.706 -1.625 0.596 0.103
H 0.124 -4.736 0.494 0.040
H 0.571 -3.342 -0.494 0.008
H -0.778 -4.361 -0.973 0.038
H -1.342 -4.373 2.981 0.030
H -2.348 -5.069 1.719 0.042
H -2.990 -3.785 2.733 0.017
H -3.096 -1.442 -0.340 -0.005
H -3.920 -2.712 0.551 0.038
H -3.102 -3.093 -0.962 0.038
N 2.883 4.667 2.285 0.155
N 2.673 3.312 2.079 -0.272
N 3.126 2.402 2.905 0.160
C 2.585 1.302 2.389 -0.182
N 1.851 1.568 1.304 -0.043
N 1.920 2.881 1.122 0.099
H 3.749 4.750 2.808 0.108
H 2.957 5.102 1.371 0.105
H 2.711 0.320 2.810 0.110
N 4.813 -0.219 -3.980 0.148
N 4.237 0.183 -2.782 -0.281
N 4.715 1.184 -2.086 0.145
C 3.804 1.267 -1.123 -0.204
N 2.833 0.362 -1.257 -0.029
N 3.138 -0.336 -2.348 0.095
H 5.817 -0.127 -3.862 0.106
H 4.550 -1.190 -4.117 0.106
H 3.856 1.990 -0.331 0.090

8
Properties=species:S:1:pos:R:3:lowdin_charge:R:1 method="wB97M-V/def2-TZVPD" charge=0 e_above_lowest_kj_mol=360.8 orbital_gap_ev=8.97 e_homo_ha=-0.362 lumo_ev=-0.87 molar_mass_g_mol=309.74 fmax_ha_per_bohr=0.057
C -0.028 0.456 0.139 -0.739
C 1.172 -0.219 0.063 -1.224
N -1.407 -0.214 -0.018 -0.405
O -2.074 0.193 -0.966 0.074
O -1.678 -1.107 0.775 0.053
Br 0.087 2.323 0.264 0.773
Br 2.809 0.663 -0.067 0.720
Br 1.118 -2.094 -0.190 0.749

50
Properties=species:S:1:pos:R:3:lowdin_charge:R:1 method="wB97M-V/def2-TZVPD" charge=+2 e_above_lowest_kj_mol=52.7 orbital_gap_ev=6.83 e_homo_ha=-0.533 lumo_ev=-7.67 molar_mass_g_mol=639.34 fmax_ha_per_bohr=0.008
Ta -0.277 1.413 -0.346 1.329
Cl 5.834 5.095 -1.504 0.766
C 4.381 4.185 -1.573 -0.643
C 3.470 4.411 -2.609 -0.027
C 2.297 3.686 -2.694 0.030
C 2.001 2.743 -1.723 -0.318
O 0.843 2.045 -1.815 -0.298
C 2.910 2.503 -0.670 -0.151
C 2.726 1.439 0.258 -0.006
N 1.605 0.807 0.468 -0.071
C 1.604 -0.462 1.125 -0.196
C 2.426 -0.878 2.135 0.031
C 2.357 -2.220 2.567 -0.016
C 1.505 -3.109 1.970 0.020
C 0.635 -2.685 0.939 -0.136
C -0.279 -3.527 0.266 0.056
C -1.098 -3.004 -0.698 0.001
C -1.052 -1.634 -0.972 -0.086
N -0.192 -0.812 -0.378 -0.057
C 0.668 -1.339 0.555 -0.178
C 4.119 3.223 -0.627 -0.018
H 3.699 5.159 -3.357 0.129
H 1.607 3.848 -3.510 0.135
H 3.611 1.085 0.783 0.155
H 3.124 -0.199 2.608 0.132
H 3.003 -2.544 3.370 0.128
H 1.482 -4.144 2.286 0.135
H -0.324 -4.579 0.521 0.144
H -1.808 -3.618 -1.233 0.132
H -1.740 -1.192 -1.682 0.102
H 4.838 3.028 0.158 0.131
N -2.833 0.814 -2.245 0.003
N -1.672 1.653 -2.101 -0.160
H -3.346 1.096 -3.076 0.113
H -3.421 0.981 -1.433 0.044
H -1.924 2.648 -2.105 0.126
H -1.084 1.519 -2.925 0.116
Cl -0.106 3.439 0.643 0.242
S -2.172 1.118 1.066 0.626
C -2.778 -0.550 1.281 -0.624
C -2.203 -1.347 2.264 -0.120
C -2.732 -2.605 2.517 -0.063
C -3.825 -3.064 1.795 -0.055
C -4.405 -2.256 0.827 -0.054
C -3.893 -0.991 0.576 -0.117
H -1.371 -0.975 2.850 0.113
H -2.300 -3.217 3.298 0.120
H -4.242 -4.040 2.005 0.119
H -5.276 -2.597 0.284 0.120
H -4.389 -0.347 -0.139 0.096

50
Properties=species:S:1:pos:R:3:lowdin_charge:R:1 method="wB97M-V/def2-TZVPD" charge=-1 e_above_lowest_kj_mol=159.4 orbital_gap_ev="6.67 / 6.70" e_homo_ha="-0.156 / -0.158" lumo_ev="2.41 / 2.41" multiplicity=2 s2=0.787 molar_mass_g_mol=405.33 fmax_ha_per_bohr=0.125
O 0.370 1.885 -1.534 -0.313
V 0.398 0.561 -0.638 0.930
C 3.305 -0.418 -3.023 -0.064
C 3.140 -0.780 -1.538 -0.625
C 4.388 -1.394 -0.945 -0.080
O 2.603 0.289 -0.824 -0.295
H 3.273 -1.332 -3.623 0.069
H 4.275 0.076 -3.176 0.065
H 2.592 0.315 -3.397 0.069
H 2.356 -1.568 -1.529 0.078
H 4.183 -1.703 0.083 0.066
H 5.290 -0.789 -1.047 0.069
H 4.610 -2.336 -1.466 0.066
C -0.513 3.345 1.954 -0.079
C 0.594 2.327 2.219 -0.585
C 0.296 1.376 3.383 -0.078
O 1.140 1.746 1.075 -0.304
H -0.580 4.225 2.604 0.065
H -1.486 2.845 1.929 0.052
H -0.307 3.824 0.992 0.070
H 1.496 2.890 2.525 0.118
H 0.637 0.373 3.108 0.053
H -0.774 1.210 3.569 0.057
H 0.869 1.616 4.279 0.065
N -0.279 -0.626 -3.573 -0.566
O -0.186 -0.730 -2.300 -0.162
O -0.016 -1.599 -4.277 -0.006
O -0.663 0.428 -4.070 0.008
N -1.817 1.011 -0.337 0.040
C -2.489 2.152 -0.508 -0.119
C -3.849 2.301 -0.698 -0.038
C -4.518 1.120 -1.015 -0.081
C -3.909 -0.113 -0.883 -0.045
C -2.541 -0.073 -0.652 -0.138
H -1.941 3.072 -0.346 0.104
H -4.461 3.188 -0.720 0.104
H -5.577 1.139 -1.262 0.102
H -4.480 -1.014 -1.042 0.104
H -2.079 -1.052 -0.653 0.098
N -0.056 -1.230 0.653 0.012
C -0.814 -1.198 1.745 -0.156
C -1.113 -2.278 2.556 -0.043
C -0.421 -3.452 2.292 -0.068
C 0.316 -3.545 1.124 -0.046
C 0.437 -2.432 0.319 -0.087
H -1.183 -0.217 2.014 0.095
H -1.728 -2.190 3.439 0.106
H -0.596 -4.282 2.967 0.104
H 0.787 -4.475 0.839 0.107
H 1.020 -2.489 -0.593 0.101

85
Properties=species:S:1:pos:R:3:lowdin_charge:R:1 method="wB97M-V/def2-TZVPD" charge=+2 orbital_gap_ev="5.69 / 6.02" e_homo_ha="-0.492 / -0.502" lumo_ev="-7.71 / -7.65" multiplicity=2 s2=0.830 molar_mass_g_mol=794.54 fmax_ha_per_bohr=0.045
Ru -0.041 0.289 -0.129 1.081
C 0.069 0.535 -3.278 -0.037
C 0.960 -0.625 -2.979 -0.331
C 1.423 -1.490 -3.964 -0.002
C 2.287 -2.514 -3.617 -0.019
C 2.690 -2.624 -2.295 -0.100
C 2.179 -1.729 -1.368 -0.439
N 1.328 -0.772 -1.702 -0.014
Sb 3.030 -1.756 0.651 1.563
C 3.012 0.449 0.848 -0.436
C 4.276 1.012 0.929 -0.112
C 4.395 2.333 1.332 -0.019
C 3.247 3.013 1.697 0.001
C 2.008 2.382 1.596 -0.318
C 0.783 3.069 2.111 -0.023
N 1.905 1.129 1.126 -0.001
C 1.140 -2.070 1.739 -0.434
C 1.117 -3.129 2.635 -0.104
C 0.009 -3.286 3.453 -0.023
C -1.014 -2.356 3.372 -0.012
C -0.917 -1.315 2.456 -0.326
C -1.966 -0.262 2.329 -0.023
N 0.141 -1.211 1.647 -0.019
H -0.320 0.493 -4.291 0.098
H -0.768 0.543 -2.565 0.037
H 0.638 1.462 -3.163 0.090
H 1.112 -1.349 -4.987 0.127
H 2.660 -3.200 -4.363 0.125
H 3.389 -3.385 -1.978 0.098
H 5.147 0.417 0.691 0.095
H 5.366 2.794 1.425 0.126
H 3.302 4.017 2.091 0.129
H 1.028 3.632 3.009 0.100
H 0.383 3.778 1.385 0.078
H 0.020 2.331 2.365 0.056
H 1.956 -3.808 2.693 0.096
H -0.041 -4.104 4.155 0.125
H -1.876 -2.423 4.017 0.126
H -2.719 -0.351 3.106 0.099
H -1.500 0.726 2.404 0.062
H -2.443 -0.360 1.348 0.036
C -2.131 -2.508 -3.587 -0.089
N -3.073 -2.822 -2.535 -0.306
C -3.974 -3.913 -2.845 -0.083
P -3.283 -1.796 -1.239 0.561
O -2.012 -1.094 -0.904 -0.349
N -4.495 -0.699 -1.613 -0.305
C -5.345 -0.787 -2.778 -0.088
C -4.994 0.187 -0.584 -0.115
N -3.809 -2.674 0.092 -0.299
C -5.194 -3.007 0.363 -0.096
C -2.859 -3.632 0.622 -0.101
H -1.550 -3.397 -3.845 0.097
H -1.462 -1.729 -3.233 0.044
H -2.641 -2.154 -4.490 0.094
H -3.394 -4.809 -3.083 0.098
H -4.602 -3.683 -3.709 0.090
H -4.620 -4.125 -1.999 0.071
H -4.862 -1.375 -3.551 0.067
H -5.522 0.218 -3.167 0.092
H -6.317 -1.231 -2.543 0.094
H -4.376 0.092 0.307 0.066
H -6.031 -0.044 -0.323 0.096
H -4.967 1.220 -0.942 0.080
H -5.860 -2.426 -0.270 0.072
H -5.423 -2.781 1.407 0.095
H -5.393 -4.070 0.202 0.089
H -1.854 -3.318 0.343 0.073
H -3.038 -4.639 0.234 0.094
H -2.941 -3.663 1.709 0.083
C -1.675 2.111 -0.479 0.040
C -1.371 2.948 -1.553 -0.300
C -2.316 3.185 -2.590 0.008
C -2.061 4.086 -3.586 0.012
C -0.835 4.776 -3.623 -0.181
C 0.133 4.532 -2.633 0.005
C -0.126 3.637 -1.632 -0.023
C -0.593 5.699 -4.660 -0.161
N -0.409 6.447 -5.509 0.219
H -2.659 1.666 -0.443 0.060
H -1.149 2.273 0.471 0.047
H -3.264 2.670 -2.554 0.119
H -2.803 4.294 -4.342 0.135
H 1.070 5.067 -2.662 0.134
H 0.628 3.430 -0.879 0.104